# 1
{"formula": "C4H10O", "method": "ωB97M-V/def2-TZVPD", "elements": ["C", "C", "C", "C", "O", "H", "H", "H", "H", "H", "H", "H", "H", "H", "H"], "coordinates": [[-1.4424, 0.1076, 0.4276], [-0.6649, -0.7982, -0.4488], [0.4258, -0.1596, 0.3646], [1.3844, 0.8369, -0.2790], [-2.3011, 1.0479, -0.0631], [-1.9935, 1.3392, -0.9308], [-1.7943, -0.2540, 1.3862], [0.1947, 0.1520, 1.4603], [-0.7859, -1.8838, -0.3393], [-0.6389, -0.5051, -1.4969], [1.1683, -1.2510, 0.9721], [1.5470, -1.9061, 0.2447], [2.1922, 1.0792, 0.4113], [0.8660, 1.7666, -0.5291], [1.8427, 0.4285, -1.1799]], "mulliken_charge": [-0.37, -0.53, -0.18, -1.24, -0.53, 0.34, 0.41, 0.34, 0.38, 0.26, -0.09, 0.23, 0.37, 0.29, 0.32], "de_lowest_kcal_mol": 139.5, "e_homo_ev": -6.85, "total_charge": 0, "e_lumo_ev": 0.77, "gap_ev": 7.62}

# 2
{"formula": "C22H41ClIN2O10P2S", "method": "ωB97M-V/def2-TZVPD", "elements": ["O", "C", "O", "C", "I", "C", "C", "C", "S", "N", "Cl", "C", "C", "C", "C", "C", "N", "H", "H", "H", "H", "H", "H", "H", "H", "H", "H", "H", "O", "P", "O", "C", "C", "O", "C", "C", "O", "C", "C", "H", "H", "H", "H", "H", "H", "H", "H", "H", "H", "H", "H", "H", "H", "H", "O", "P", "O", "C", "C", "O", "C", "C", "O", "C", "C", "H", "H", "H", "H", "H", "H", "H", "H", "H", "H", "H", "H", "H", "H", "H"], "coordinates": [[-3.3116, 6.5005, -0.9568], [-2.7164, 5.5433, -0.4421], [-1.6495, 5.5445, 0.2015], [-3.4076, 4.1063, -0.6056], [-3.2298, 3.1665, 1.3337], [-4.8887, 4.2797, -0.9527], [-5.5829, 3.0821, -1.6191], [-6.1038, 2.0133, -0.6616], [-6.8501, 0.6059, -1.5483], [-2.7114, 3.3590, -1.7041], [-1.6158, 4.3390, -2.6266], [-2.0791, 2.1431, -1.3221], [-0.7429, 2.1003, -0.9360], [-0.1240, 0.9232, -0.5816], [-0.9124, -0.2221, -0.6453], [-2.2297, -0.0707, -1.0249], [-2.8331, 1.0601, -1.3702], [-5.0324, 5.1580, -1.5769], [-5.4218, 4.4779, -0.0192], [-4.9693, 2.6017, -2.3808], [-6.4621, 3.4761, -2.1406], [-6.9042, 2.4371, -0.0533], [-5.3343, 1.6119, -0.0108], [-6.1909, 0.6623, -2.7109], [-0.1920, 3.0306, -0.8917], [0.9158, 0.8846, -0.2887], [-0.5230, -1.1963, -0.3844], [-2.8461, -0.9645, -1.0651], [0.0480, -1.4576, 3.0517], [0.1169, -1.6373, 4.5165], [1.0560, -2.9495, 4.7453], [2.4521, -2.8693, 4.4523], [3.2128, -2.0435, 5.4739], [-1.3311, -2.3590, 4.7602], [-2.3416, -2.3275, 3.7460], [-2.3176, -3.6048, 2.9351], [0.2082, -1.0335, 5.9779], [-0.7483, -1.1848, 7.0391], [-0.6337, -2.5365, 7.7013], [2.5933, -2.4655, 3.4456], [2.8213, -3.8946, 4.4518], [2.9161, -0.9932, 5.4341], [4.2856, -2.0993, 5.2849], [3.0103, -2.4005, 6.4840], [-2.2251, -1.4477, 3.1173], [-3.3042, -2.2349, 4.2546], [-1.3394, -3.7555, 2.4784], [-3.0735, -3.5780, 2.1490], [-2.5117, -4.4652, 3.5784], [-1.7580, -0.9766, 6.6949], [-0.5021, -0.4044, 7.7607], [-0.8673, -3.3423, 7.0085], [-1.3221, -2.5896, 8.5461], [0.3824, -2.6987, 8.0635], [3.0504, -0.9231, -1.9642], [3.5243, -0.1762, -3.1499], [2.4026, -0.5712, -4.2686], [1.0448, -0.1427, -4.0695], [0.8613, 1.3481, -4.2764], [4.7958, -1.0496, -3.6563], [5.4252, -2.0243, -2.8283], [4.9270, -3.4121, -3.1687], [3.9648, 1.1648, -3.8822], [5.0886, 1.3429, -4.7541], [4.8081, 0.7932, -6.1324], [0.7132, -0.4323, -3.0698], [0.4464, -0.6985, -4.7909], [1.3854, 1.9232, -3.5096], [-0.1956, 1.6115, -4.2262], [1.2608, 1.6550, -5.2443], [5.2804, -1.7998, -1.7725], [6.4974, -1.9557, -3.0300], [3.8458, -3.4749, -3.0464], [5.3982, -4.1605, -2.5297], [5.1513, -3.6498, -4.2097], [5.9983, 0.9312, -4.3223], [5.2388, 2.4218, -4.8158], [4.6469, -0.2830, -6.1101], [5.6515, 1.0081, -6.7907], [3.9099, 1.2498, -6.5482]], "mulliken_charge": [-0.75, 0.61, -0.68, -0.31, 0.15, -0.77, -0.76, -0.39, -0.31, 0.18, -0.16, -0.52, 0.41, -0.95, -0.57, -0.72, 0.03, 0.40, 0.40, 0.40, 0.43, 0.40, 0.17, 0.10, 0.63, 0.57, 0.56, 0.42, -0.67, 0.98, -0.34, -0.34, -0.97, -0.36, -0.33, -1.15, -0.31, -0.16, -1.03, 0.29, 0.32, 0.26, 0.40, 0.21, 0.37, 0.34, 0.26, 0.41, 0.31, 0.25, 0.34, 0.27, 0.39, 0.26, -0.83, 1.09, -0.35, -0.20, -1.04, -0.30, -0.33, -1.14, -0.31, -0.19, -1.02, 0.19, 0.32, 0.24, 0.41, 0.30, 0.36, 0.32, 0.28, 0.40, 0.29, 0.26, 0.34, 0.27, 0.40, 0.26], "de_lowest_kcal_mol": 0.0, "e_homo_ev": -4.81, "total_charge": -1, "e_lumo_ev": 2.03, "gap_ev": 6.84}

# 3
{"formula": "C16H33BrN2O2", "method": "ωB97M-V/def2-TZVPD", "elements": ["C", "O", "C", "C", "C", "C", "C", "C", "C", "N", "C", "C", "C", "C", "N", "O", "C", "C", "C", "C", "H", "H", "H", "H", "H", "H", "H", "H", "H", "H", "H", "H", "H", "H", "H", "H", "H", "H", "H", "H", "H", "H", "H", "H", "H", "H", "H", "H", "H", "H", "H", "H", "H", "Br"], "coordinates": [[4.1825, 0.1019, 2.4121], [4.8111, -0.0187, 1.1595], [4.3007, 0.9276, 0.2010], [4.4938, 0.4097, -1.2064], [4.0846, -1.0397, -1.4168], [2.6635, -1.1843, -1.9450], [1.6873, -0.5314, -0.9586], [0.3228, -1.1674, -0.9156], [-0.7863, -0.3264, -0.1762], [-0.2020, 0.6558, 0.7172], [-1.6574, 0.3311, -1.2520], [-2.9863, 0.8903, -0.7434], [-3.8035, 1.2355, -1.9892], [-2.7880, 2.2236, -0.0314], [-3.7721, -0.0707, 0.0342], [-4.4719, -0.9120, -0.7320], [-2.9958, -0.7552, 1.0729], [-2.8281, 0.0836, 2.3385], [-3.8323, -1.9694, 1.5194], [-1.6699, -1.3180, 0.5779], [4.8290, -0.3260, 3.1671], [3.2266, -0.4202, 2.4165], [4.0131, 1.1327, 2.6796], [4.8381, 1.8973, 0.3308], [3.2147, 1.0948, 0.4301], [5.5531, 0.4908, -1.4309], [3.9991, 1.0555, -1.9188], [4.1308, -1.6095, -0.4998], [4.7512, -1.5431, -2.1073], [2.3876, -2.2299, -2.0219], [2.5674, -0.6965, -2.9074], [2.1292, -0.6305, 0.0222], [1.6480, 0.5333, -1.1365], [0.4120, -2.1313, -0.4263], [-0.0313, -1.3260, -1.9278], [0.1818, 1.4560, 0.2407], [0.4501, 0.2567, 1.3723], [-1.8819, -0.4476, -1.9649], [-1.0701, 1.1237, -1.6969], [-3.8048, 0.4263, -2.6974], [-3.3161, 2.0643, -2.4867], [-4.8111, 1.5038, -1.7254], [-2.1026, 2.1710, 0.7952], [-2.3412, 2.8902, -0.7547], [-3.7304, 2.6595, 0.2671], [-2.0357, 0.8068, 2.2664], [-3.7702, 0.5066, 2.6566], [-2.5262, -0.6072, 3.1131], [-3.4043, -2.3558, 2.4334], [-3.7257, -2.7526, 0.7877], [-4.8613, -1.6933, 1.6564], [-1.8690, -2.1221, -0.1168], [-1.0960, -1.7151, 1.4108], [3.2935, 2.9715, 1.1072]], "lowdin_spin": [0.00, 0.00, 0.00, 0.00, 0.00, 0.00, 0.00, 0.00, 0.00, 0.00, 0.02, 0.03, 0.00, 0.00, 0.35, 0.55, 0.03, 0.00, 0.00, 0.02, 0.00, 0.00, 0.00, 0.00, 0.00, 0.00, 0.00, 0.00, 0.00, 0.00, 0.00, 0.00, 0.00, 0.00, 0.00, 0.00, 0.00, 0.00, 0.00, 0.00, 0.00, 0.00, 0.00, 0.00, 0.00, 0.00, 0.00, 0.00, 0.00, 0.00, 0.00, 0.00, 0.00, 0.00], "de_lowest_kcal_mol": 41.7, "e_homo_ev": [-2.92, -2.92], "s2": 0.75, "total_charge": -1, "e_lumo_ev": [2.77, 2.12], "multiplicity": 2, "gap_ev": [5.69, 5.04]}

# 4
{"formula": "C31H39N3Rh", "method": "ωB97M-V/def2-TZVPD", "elements": ["Rh", "C", "C", "C", "C", "C", "C", "C", "H", "H", "H", "H", "H", "H", "H", "H", "C", "C", "C", "C", "C", "C", "C", "N", "C", "C", "C", "C", "C", "C", "C", "N", "C", "C", "C", "C", "H", "H", "H", "H", "H", "H", "H", "H", "H", "H", "H", "H", "H", "H", "H", "H", "H", "H", "H", "H", "H", "H", "H", "H", "N", "C", "C", "C", "C", "C", "C", "H", "H", "H", "H", "H", "H", "H"], "coordinates": [[-1.8466, 0.9577, 0.8104], [-5.2533, 2.1372, 0.1865], [-4.2457, 1.6413, 1.1737], [-3.5435, 2.5546, 2.0124], [-2.6430, 2.1157, 2.9670], [-2.3967, 0.7342, 3.1254], [-3.1256, -0.1824, 2.3612], [-4.0227, 0.2745, 1.3593], [-6.2236, 2.2044, 0.6877], [-5.3696, 1.4595, -0.6578], [-5.0298, 3.1426, -0.1758], [-3.7354, 3.6168, 1.9077], [-2.1109, 2.8317, 3.5806], [-1.6774, 0.3913, 3.8568], [-2.9705, -1.2434, 2.5095], [-4.5811, -0.4390, 0.7699], [4.9938, 0.3462, -0.5154], [4.5129, 1.0036, 0.7889], [5.1482, 2.3864, 0.9165], [4.9282, 0.1334, 1.9908], [2.9991, 1.0719, 0.7830], [2.2821, 2.2480, 1.0122], [0.9039, 2.2361, 1.0210], [0.1966, 1.1193, 0.8162], [0.8607, -0.0421, 0.5867], [2.2346, -0.0823, 0.5596], [-0.0184, -1.1981, 0.2620], [0.4308, -2.4959, 0.1309], [-0.4299, -3.5209, -0.2701], [-1.7458, -3.1380, -0.5572], [-2.1549, -1.8387, -0.3802], [-1.3202, -0.8768, 0.0501], [0.0096, -4.9695, -0.3628], [-0.5383, -5.6623, 0.9027], [1.5322, -5.1003, -0.3985], [-0.5963, -5.6324, -1.6094], [6.0827, 0.3059, -0.5057], [4.6907, 0.9222, -1.3910], [4.6397, -0.6793, -0.6252], [6.2319, 2.2798, 0.9047], [4.8900, 2.8766, 1.8570], [4.8745, 3.0413, 0.0869], [6.0161, 0.0863, 2.0340], [4.5583, -0.8891, 1.9009], [4.5735, 0.5530, 2.9331], [2.7894, 3.1832, 1.1969], [0.3430, 3.1353, 1.2506], [2.7242, -1.0229, 0.3522], [1.4705, -2.7080, 0.3268], [-2.4668, -3.8568, -0.9178], [-3.1639, -1.5386, -0.6188], [-0.0953, -5.2487, 1.8103], [-0.2895, -6.7230, 0.8613], [-1.6242, -5.5791, 0.9673], [2.0017, -4.7654, 0.5280], [1.9702, -4.5564, -1.2382], [1.7951, -6.1503, -0.5193], [-1.6760, -5.7550, -1.5334], [-0.1711, -6.6294, -1.7186], [-0.3678, -5.0752, -2.5195], [-1.9538, 3.2610, -0.5577], [-1.4097, 3.2604, -1.8409], [-0.3265, 4.1101, -2.1318], [0.1869, 4.1353, -3.4074], [-0.3559, 3.3027, -4.3898], [-1.4197, 2.4356, -4.0897], [-1.9373, 2.4025, -2.8208], [-2.9679, 3.2444, -0.5427], [-1.6082, 4.0341, 0.0043], [0.0650, 4.7688, -1.3653], [0.9966, 4.8066, -3.6579], [0.0508, 3.3227, -5.3927], [-1.8180, 1.7914, -4.8615], [-2.7530, 1.7336, -2.5704]], "mulliken_charge": [0.22, -1.75, 1.24, -0.31, -0.54, -0.36, -0.78, -0.68, 0.37, 0.46, 0.44, 0.59, 0.52, 0.53, 0.44, 0.81, -1.56, 1.75, -2.07, -1.51, 0.21, -0.83, -0.63, 0.23, 0.42, -0.42, -0.27, 0.07, 0.26, -0.82, -0.73, -0.14, 1.97, -1.52, -1.96, -1.68, 0.48, 0.37, 0.36, 0.43, 0.43, 0.45, 0.44, 0.36, 0.39, 0.59, 0.55, 0.48, 0.41, 0.40, 0.63, 0.38, 0.42, 0.40, 0.40, 0.47, 0.44, 0.39, 0.47, 0.40, -0.10, 0.97, -0.39, -0.85, -0.46, -0.85, -0.35, 0.11, 0.33, 0.38, 0.45, 0.43, 0.43, 0.39], "e_homo_ev": [-16.60, -16.60], "total_charge": 3, "e_lumo_ev": [-12.22, -12.22], "gap_ev": [4.38, 4.37]}

# 5
{"formula": "Cl2O2S2", "method": "ωB97M-V/def2-TZVPD", "elements": ["O", "S", "Cl", "S", "O", "Cl"], "coordinates": [[-0.8319, -0.9773, -1.2018], [-1.1055, 0.2858, -0.6278], [-2.4444, -0.1389, 1.0941], [0.9541, 0.6742, 0.5840], [1.2505, -0.5476, 1.2332], [2.1772, 0.7038, -1.0818]], "mulliken_charge": [-0.32, 0.49, -0.20, 0.51, -0.35, -0.13], "de_lowest_kcal_mol": 6.8, "e_homo_ev": -9.65, "total_charge": 0, "e_lumo_ev": -1.46, "gap_ev": 8.19, "smiles": "O=S(Cl)#S(=O)Cl"}

# 6
{"formula": "H2N2O4S2", "method": "ωB97M-V/def2-TZVPD", "elements": ["N", "S", "O", "O", "N", "S", "O", "O", "H", "H"], "coordinates": [[0.8131, 1.2979, -0.4271], [-0.3328, 1.0008, 0.5799], [-0.6360, 2.1065, 1.5080], [-1.5984, 0.5787, -0.1104], [0.2427, -0.4741, 1.7852], [0.5054, -1.4549, 0.6309], [1.3365, -2.5543, 1.2014], [-1.1150, -2.3183, 0.5568], [1.5422, 0.9253, 0.0951], [-1.6316, -1.4780, 0.1904]], "mulliken_charge": [-0.66, 0.86, -0.70, -0.74, -0.43, 0.33, -0.66, -0.60, 0.24, 0.36], "de_lowest_kcal_mol": 39.4, "e_homo_ev": -0.23, "total_charge": -2, "e_lumo_ev": 6.60, "gap_ev": 6.83, "smiles": "N=S1([O-])([O-])N=[S@]1(=O)O"}